1.
ORCA calculation (the ωB97M-V functional and the def2-TZVPD basis) on C23H24Cl7N3O4Re as an isolated structure.

charge	+2
multiplicity	4
HOMO level (spin up / spin down)	-13.750 / -13.992	eV
HOMO-LUMO gap (spin up / spin down)	0.27652 / 0.24762	hartree
<S²>	3.771

Last column: Löwdin charge in e.
Element x y z (Å)
Re1 -0.071 -0.053 0.300  1.639
Cl1 -4.340 2.296 5.814  0.754
C1 -3.461 1.503 4.568  -0.647
C2 -3.421 0.104 4.537  -0.063
C3 -2.731 -0.565 3.548  -0.568
Cl2 -2.713 -2.287 3.517  0.774
C4 -2.043 0.142 2.555  -0.316
O1 -1.424 -0.556 1.603  -0.295
C5 -2.079 1.551 2.598  -0.124
C6 -1.381 2.357 1.656  -0.100
O2 -0.587 1.952 0.779  -0.113
C7 -2.804 2.223 3.606  -0.027
H1 -3.942 -0.464 5.297  0.126
H2 -1.539 3.438 1.703  0.157
H3 -2.829 3.305 3.621  0.130
Cl3 1.610 -0.585 2.095  0.820
C8 1.627 -2.061 1.099  -0.613
C9 0.684 -1.984 0.096  -0.338
C10 0.558 -3.106 -0.712  -0.648
Cl4 -0.622 -3.147 -1.978  0.769
C11 1.375 -4.224 -0.507  -0.688
Cl5 1.205 -5.603 -1.500  0.755
C12 2.339 -4.225 0.513  -0.687
Cl6 3.349 -5.576 0.748  0.770
C13 2.475 -3.114 1.352  -0.705
Cl7 3.616 -3.040 2.619  0.765
C14 -4.403 -0.358 -3.060  0.012
N1 -3.084 0.114 -2.610  -0.093
C15 -2.477 1.183 -3.409  0.019
C16 -2.508 -0.393 -1.551  -0.410
C17 -3.210 -1.451 -0.769  0.006
O3 -1.334 0.051 -1.238  -0.195
H4 -4.672 0.207 -3.947  0.104
H5 -5.159 -0.191 -2.295  0.109
H6 -4.371 -1.415 -3.317  0.107
H7 -3.178 2.013 -3.473  0.111
H8 -2.277 0.809 -4.412  0.113
H9 -1.557 1.519 -2.947  0.083
H10 -4.108 -1.036 -0.307  0.117
H11 -2.568 -1.861 0.001  0.065
H12 -3.524 -2.256 -1.433  0.094
C18 1.272 -0.265 -3.243  -0.011
N2 2.552 -0.062 -2.586  -0.049
C19 3.719 0.230 -3.440  -0.104
C20 5.020 -0.286 -2.837  -0.115
C21 4.916 -0.316 -1.311  -0.101
N3 3.830 0.537 -0.798  -0.056
C22 4.053 1.244 0.458  -0.014
C23 2.617 0.380 -1.329  -0.421
O4 1.568 0.696 -0.642  -0.190
H13 0.824 0.685 -3.542  0.104
H14 0.589 -0.797 -2.592  0.024
H15 1.439 -0.873 -4.129  0.107
H16 3.774 1.314 -3.565  0.141
H17 3.530 -0.207 -4.416  0.129
H18 5.832 0.363 -3.162  0.123
H19 5.244 -1.290 -3.193  0.122
H20 5.837 0.012 -0.836  0.133
H21 4.716 -1.336 -0.973  0.131
H22 4.877 1.943 0.327  0.107
H23 4.307 0.548 1.259  0.088
H24 3.162 1.799 0.731  0.085

2.
ORCA calculation (the ωB97M-V functional and the def2-TZVPD basis) on one molecule with the formula C23H24ClN3O5S in a non-equilibrium geometry.

HOMO level	-8.913	eV
structure (SMILES)	CCn1cc(C(=O)NCc2ccc(Cl)cc2)c(=O)c2cc(S(=O)(=O)N3CCOCC3)ccc21
HOMO-LUMO gap	0.31706	hartree

Last column: natural (NBO) charge in e.
Element x y z (Å)
C1 0.337 5.612 0.599  -0.625
C2 -0.752 4.578 0.840  -0.204
N1 -0.391 3.203 0.506  -0.367
C3 0.809 2.890 -0.010  0.140
C4 1.222 1.637 -0.349  -0.333
C5 2.611 1.539 -0.902  0.674
O1 3.327 2.525 -0.989  -0.660
N2 2.966 0.308 -1.301  -0.615
C6 4.292 0.000 -1.770  -0.249
C7 5.120 -0.760 -0.760  -0.038
C8 4.544 -1.697 0.089  -0.156
C9 5.315 -2.397 0.998  -0.229
C10 6.679 -2.164 1.057  -0.049
Cl1 7.650 -3.040 2.189  0.001
C11 7.274 -1.236 0.218  -0.223
C12 6.490 -0.539 -0.682  -0.197
C13 0.350 0.503 -0.148  0.589
O2 0.624 -0.665 -0.429  -0.648
C14 -0.952 0.861 0.437  -0.206
C15 -1.862 -0.167 0.692  -0.112
C16 -3.102 0.112 1.206  -0.353
S1 -4.244 -1.224 1.551  2.323
O3 -5.574 -0.681 1.590  -0.940
O4 -3.777 -1.959 2.687  -0.929
N3 -4.003 -2.176 0.193  -0.682
C17 -4.656 -1.669 -0.995  -0.261
C18 -4.107 -2.439 -2.200  -0.074
O5 -4.296 -3.825 -2.049  -0.518
C19 -3.669 -4.304 -0.880  -0.074
C20 -4.219 -3.599 0.361  -0.261
C21 -3.469 1.422 1.483  -0.140
C22 -2.583 2.452 1.257  -0.278
C23 -1.304 2.194 0.735  0.274
H1 0.609 5.672 -0.451  0.220
H2 1.224 5.403 1.192  0.222
H3 -0.049 6.583 0.902  0.233
H4 -1.632 4.849 0.247  0.204
H5 -1.028 4.602 1.900  0.206
H6 1.515 3.689 -0.178  0.252
H7 2.297 -0.442 -1.146  0.434
H8 4.214 -0.593 -2.690  0.208
H9 4.778 0.951 -2.005  0.239
H10 3.481 -1.885 0.051  0.211
H11 4.862 -3.121 1.658  0.225
H12 8.337 -1.060 0.273  0.226
H13 6.950 0.190 -1.333  0.216
H14 -1.571 -1.182 0.471  0.262
H15 -4.430 -0.605 -1.079  0.218
H16 -5.745 -1.799 -0.926  0.200
H17 -4.633 -2.156 -3.112  0.201
H18 -3.034 -2.216 -2.307  0.169
H19 -3.875 -5.374 -0.841  0.203
H20 -2.584 -4.136 -0.943  0.170
H21 -3.693 -3.906 1.265  0.242
H22 -5.290 -3.824 0.468  0.188
H23 -4.457 1.608 1.873  0.248
H24 -2.895 3.456 1.487  0.227

3.
ORCA calculation (the ωB97M-V functional and the def2-TZVPD basis) on one molecule with the formula C23H24F5N3O3S in a non-equilibrium geometry.

HOMO level	-8.062	eV
structure (SMILES)	CN1C(=O)[C@@H](Cc2c(F)c(F)c(F)c(F)c2F)N(/C=C/[C@@H](NS(C)(=O)=O)c2ccccc2)C1(C)C
HOMO-LUMO gap	0.30790	hartree

Last column: natural (NBO) charge in e.
Element x y z (Å)
C1 4.506 2.342 2.209  -0.417
N1 3.335 1.533 2.370  -0.449
C2 2.139 2.074 2.724  0.689
O1 1.892 3.252 2.956  -0.620
C3 1.094 0.954 2.733  -0.116
C4 -0.022 1.067 1.713  -0.422
C5 -0.728 2.374 1.854  -0.142
C6 -0.487 3.419 0.958  0.366
F1 0.392 3.234 -0.068  -0.309
C7 -1.056 4.672 1.146  0.273
F2 -0.779 5.682 0.291  -0.287
C8 -1.934 4.861 2.223  0.292
F3 -2.500 6.063 2.411  -0.286
C9 -2.240 3.826 3.110  0.258
F4 -3.101 4.012 4.137  -0.286
C10 -1.622 2.598 2.906  0.399
F5 -1.861 1.587 3.789  -0.314
N2 1.924 -0.244 2.459  -0.447
C11 1.428 -1.533 2.611  0.070
C12 2.058 -2.710 2.361  -0.391
C13 1.359 -4.000 2.637  -0.085
N3 -0.206 -4.353 2.184  -0.863
S1 -1.674 -3.940 3.197  2.180
C14 -2.906 -4.735 2.112  -0.861
O2 -1.852 -2.478 3.057  -0.934
O3 -1.625 -4.699 4.436  -0.897
C15 2.206 -5.212 2.417  -0.058
C16 1.545 -6.416 2.562  -0.189
C17 2.208 -7.638 2.515  -0.208
C18 3.584 -7.626 2.274  -0.214
C19 4.304 -6.410 2.053  -0.220
C20 3.606 -5.179 2.095  -0.198
C21 3.350 0.094 2.202  0.344
C22 3.765 -0.304 0.770  -0.635
C23 4.313 -0.535 3.234  -0.650
H1 4.203 3.381 2.203  0.250
H2 5.219 2.123 3.005  0.200
H3 4.988 2.185 1.247  0.202
H4 0.630 0.928 3.743  0.227
H5 0.394 0.974 0.705  0.236
H6 -0.706 0.218 1.848  0.243
H7 0.311 -1.486 2.657  0.221
H8 3.061 -2.567 1.868  0.217
H9 0.724 -3.951 3.559  0.249
H10 -0.242 -3.529 1.587  0.373
H11 -3.777 -4.954 2.774  0.256
H12 -3.172 -4.074 1.258  0.253
H13 -2.518 -5.697 1.717  0.261
H14 0.447 -6.433 2.494  0.235
H15 1.677 -8.580 2.660  0.219
H16 4.184 -8.538 2.308  0.213
H17 5.403 -6.342 1.865  0.220
H18 4.077 -4.201 1.722  0.212
H19 3.149 0.253 0.046  0.226
H20 4.845 -0.119 0.661  0.216
H21 3.599 -1.367 0.580  0.222
H22 4.242 -0.015 4.204  0.226
H23 4.137 -1.610 3.356  0.239
H24 5.343 -0.428 2.869  0.212

4.
ORCA calculation (the ωB97M-V functional and the def2-TZVPD basis) on one molecule with the formula C23H24FN3OS in a non-equilibrium geometry.

HOMO level	-8.081	eV
structure (SMILES)	CCN1CCC2(CC1)N=C(c1ccc(F)cc1)C(=S)N2C(=O)c1ccc(C)cc1
HOMO-LUMO gap	0.26718	hartree

Last column: natural (NBO) charge in e.
Element x y z (Å)
C1 -2.648 1.817 -4.346  -0.638
C2 -3.126 0.368 -4.189  -0.200
N1 -2.671 -0.347 -3.015  -0.455
C3 -1.274 -0.743 -3.076  -0.216
C4 -0.749 -1.094 -1.691  -0.428
C5 -0.690 0.185 -0.844  0.292
C6 -1.981 1.017 -1.034  -0.438
C7 -3.072 0.203 -1.735  -0.227
N2 0.420 0.981 -1.244  -0.361
C8 1.201 1.196 -0.251  0.191
C9 2.399 2.012 -0.372  -0.124
C10 2.449 2.965 -1.392  -0.141
C11 3.563 3.761 -1.558  -0.289
C12 4.634 3.590 -0.696  0.422
F1 5.725 4.364 -0.851  -0.321
C13 4.618 2.645 0.314  -0.290
C14 3.496 1.854 0.474  -0.145
C15 0.700 0.544 0.974  0.062
S1 1.245 0.745 2.504  -0.042
N3 -0.414 -0.134 0.575  -0.485
C16 -1.245 -0.963 1.333  0.715
O1 -2.406 -1.113 1.031  -0.550
C17 -0.599 -1.677 2.453  -0.186
C18 0.615 -2.337 2.276  -0.111
C19 1.162 -3.062 3.314  -0.227
C20 0.522 -3.139 4.548  0.009
C21 1.148 -3.893 5.679  -0.630
C22 -0.696 -2.491 4.710  -0.219
C23 -1.263 -1.779 3.671  -0.138
H1 -2.986 2.208 -5.302  0.214
H2 -3.054 2.447 -3.558  0.199
H3 -1.563 1.876 -4.317  0.204
H4 -4.220 0.354 -4.172  0.191
H5 -2.801 -0.212 -5.057  0.192
H6 -1.199 -1.618 -3.732  0.200
H7 -0.628 0.047 -3.489  0.179
H8 -1.406 -1.819 -1.213  0.232
H9 0.254 -1.516 -1.767  0.223
H10 -2.340 1.358 -0.063  0.232
H11 -1.717 1.891 -1.630  0.224
H12 -3.364 -0.621 -1.075  0.218
H13 -3.950 0.835 -1.881  0.206
H14 1.596 3.069 -2.044  0.233
H15 3.614 4.505 -2.336  0.232
H16 5.474 2.536 0.960  0.232
H17 3.477 1.110 1.254  0.240
H18 1.122 -2.291 1.322  0.206
H19 2.102 -3.574 3.169  0.210
H20 1.669 -4.776 5.316  0.219
H21 1.877 -3.258 6.184  0.225
H22 0.401 -4.195 6.408  0.218
H23 -1.209 -2.548 5.659  0.213
H24 -2.212 -1.281 3.796  0.225

5.
ORCA calculation (the ωB97M-V functional and the def2-TZVPD basis) on C23H24FeO3 as an isolated structure in a non-equilibrium geometry.

charge	-2
multiplicity	5
HOMO level (spin up / spin down)	1.904 / -0.526	eV
HOMO-LUMO gap (spin up / spin down)	0.11219 / 0.20026	hartree
<S²>	6.122

Last column: natural (NBO) charge in e.
Element x y z (Å)
C1 5.007 -1.434 2.803  -0.622
C2 4.172 -0.197 2.539  -0.075
O1 2.805 -0.621 2.264  -0.530
C3 1.983 0.455 2.105  0.800
C4 0.583 -0.024 1.738  -0.421
C5 -0.409 0.662 2.633  0.329
C6 -1.789 0.029 2.697  -0.113
C7 -1.983 -1.355 2.683  -0.229
C8 -3.280 -1.893 2.725  -0.238
C9 -4.381 -1.037 2.869  -0.318
C10 -4.189 0.350 2.898  -0.232
C11 -2.905 0.872 2.841  -0.227
O2 -0.304 1.749 3.262  -0.725
O3 2.399 1.602 2.118  -0.631
H1 6.072 -1.179 2.952  0.191
H2 4.645 -1.950 3.708  0.196
H3 4.951 -2.161 1.977  0.214
H4 4.182 0.450 3.434  0.180
H5 4.604 0.347 1.676  0.189
H6 0.498 -1.122 1.752  0.209
H7 -1.092 -1.995 2.643  0.200
H8 -3.418 -2.983 2.746  0.185
H9 -5.380 -1.452 3.004  0.178
H10 -5.032 1.018 3.058  0.181
H11 -2.725 1.940 2.894  0.219
C12 -0.015 1.568 -0.280  -0.665
C13 0.281 0.122 -0.288  -0.098
C14 1.382 -0.317 -1.141  -0.198
C15 2.042 -1.591 -1.019  -0.320
C16 2.877 -1.779 -2.196  -0.363
C17 2.727 -0.636 -3.064  -0.360
C18 1.791 0.284 -2.460  -0.346
Fe1 0.963 -1.490 -2.686  0.473
C19 -0.135 -1.561 -4.342  -0.371
C20 -0.941 -1.167 -3.194  -0.355
C21 -0.820 -2.213 -2.184  -0.353
C22 0.062 -3.247 -2.716  -0.352
C23 0.481 -2.849 -4.046  -0.375
H12 -1.091 1.829 -0.253  0.198
H13 0.459 1.933 0.660  0.256
H14 0.412 2.085 -1.168  0.190
H15 -0.575 -0.567 -0.103  0.207
H16 2.068 -2.200 -0.114  0.225
H17 3.510 -2.642 -2.398  0.205
H18 3.177 -0.490 -4.045  0.207
H19 1.551 1.297 -2.815  0.216
H20 -0.048 -1.022 -5.290  0.207
H21 -1.596 -0.290 -3.137  0.220
H22 -1.373 -2.286 -1.241  0.227
H23 0.306 -4.189 -2.220  0.210
H24 1.116 -3.437 -4.716  0.207

6.
ORCA calculation (the ωB97M-V functional and the def2-TZVPD basis) on C23H24IrN6O8PSSe as an isolated structure.

HOMO level	-8.601	eV
HOMO-LUMO gap	0.25159	hartree

Last column: natural (NBO) charge in e.
Element x y z (Å)
Ir1 -0.888 1.182 0.009  1.262
S1 4.507 1.482 5.141  0.952
N1 2.905 1.445 5.323  -0.602
C1 2.382 1.403 4.109  0.175
C2 0.964 1.358 3.801  -0.096
C3 -0.064 1.378 4.747  -0.111
C4 -1.370 1.349 4.311  -0.227
C5 -1.641 1.290 2.944  0.096
N2 -0.665 1.257 2.050  -0.379
C6 0.618 1.302 2.456  0.167
C7 1.619 1.314 1.397  0.251
N3 1.147 1.287 0.132  -0.392
C8 2.002 1.330 -0.883  0.078
C9 3.379 1.385 -0.679  -0.232
C10 3.877 1.404 0.605  -0.113
C11 2.981 1.371 1.675  -0.095
C12 3.362 1.407 3.076  0.104
N4 4.601 1.452 3.532  -0.588
H1 0.181 1.426 5.799  0.244
H2 -2.193 1.375 5.011  0.241
H3 -2.644 1.277 2.538  0.251
H4 1.563 1.324 -1.872  0.243
H5 4.037 1.423 -1.535  0.243
H6 4.940 1.453 0.801  0.245
O1 -1.259 5.137 -4.153  -0.685
C13 -1.372 3.919 -4.678  0.781
O2 -1.518 3.754 -5.864  -0.595
C14 -1.294 2.771 -3.743  -0.264
C15 -1.427 1.427 -4.096  0.010
N5 -1.292 0.632 -3.030  -0.373
N6 -1.056 1.437 -1.988  -0.294
C16 -1.078 2.720 -2.368  -0.007
C17 -0.973 3.716 -1.281  0.771
O3 -0.943 4.920 -1.492  -0.637
O4 -0.913 3.190 -0.088  -0.660
H7 -1.149 5.117 -3.169  0.509
H8 -1.624 1.020 -5.074  0.225
H9 -2.569 -0.518 -2.178  0.513
O5 -3.072 -1.105 -1.571  -1.040
Se1 -3.820 -0.334 -0.131  1.900
O6 -0.825 -0.887 0.364  -1.106
O7 -2.912 1.126 0.019  -1.031
O8 -5.258 0.182 -0.618  -1.008
C18 -1.985 -3.620 1.407  -0.610
C19 -1.515 -3.484 -0.041  -0.807
P1 -0.296 -2.178 -0.236  2.015
C20 0.200 -2.043 -1.963  -0.835
C21 -0.096 -3.267 -2.833  -0.602
C22 1.181 -2.658 0.695  -0.784
C23 1.834 -3.961 0.239  -0.612
H10 -2.776 -4.366 1.475  0.228
H11 -2.382 -2.674 1.773  0.225
H12 -1.176 -3.934 2.070  0.200
H13 -2.341 -3.205 -0.699  0.287
H14 -1.093 -4.419 -0.417  0.240
H15 1.267 -1.800 -1.970  0.230
H16 -0.332 -1.174 -2.363  0.316
H17 0.378 -4.176 -2.461  0.200
H18 0.270 -3.091 -3.844  0.229
H19 -1.170 -3.440 -2.899  0.227
H20 0.895 -2.703 1.748  0.242
H21 1.873 -1.815 0.593  0.233
H22 1.159 -4.809 0.355  0.213
H23 2.726 -4.168 0.829  0.225
H24 2.136 -3.912 -0.808  0.213